A molecular structure, C27H25ClN2OPSeTm at a distorted geometry, computed with ωB97M-V/def2-TZVPD.

- gap between HOMO and LUMO (spin up / spin down) (eV) = 6.0 / 6.0
- max |F| (eV/Å) = 7.8
- 2S+1 = 3
- charge = +2
- LUMO level (spin up / spin down) (eV) = -8.02 / -8.01

CARTESIAN COORDINATES (ANGSTROEM)
Tm 0.52 -1.19 0.90
Cl -1.19 -3.00 1.11
C 2.69 -1.33 0.07
O 3.72 -1.08 -0.40
P 0.21 0.11 -1.94
C 0.76 1.70 -2.71
C 1.27 -1.09 -2.83
C -1.38 -0.18 -2.82
C 0.71 -2.34 -3.12
C 1.50 -3.33 -3.70
C 2.83 -3.06 -4.05
C 3.36 -1.78 -3.81
C 2.57 -0.76 -3.28
H -0.33 -2.55 -2.85
H 1.09 -4.32 -3.87
H 3.44 -3.83 -4.53
H 4.41 -1.58 -4.02
H 2.96 0.27 -3.20
C 1.66 2.50 -1.97
C 2.15 3.70 -2.50
C 1.78 4.11 -3.78
C 0.91 3.32 -4.54
C 0.41 2.11 -4.01
H 1.94 2.16 -0.97
H 2.81 4.34 -1.92
H 2.16 5.04 -4.21
H 0.62 3.66 -5.53
H -0.26 1.51 -4.61
C -1.50 -0.49 -4.19
C -2.77 -0.70 -4.76
C -3.93 -0.48 -4.00
C -3.81 -0.09 -2.65
C -2.55 0.01 -2.06
H -0.62 -0.60 -4.81
H -2.87 -1.03 -5.80
H -4.91 -0.62 -4.45
H -4.73 0.11 -2.08
H -2.44 0.25 -0.99
H -1.49 3.29 0.80
H -2.06 3.05 0.34
C -0.95 2.14 5.12
N -0.56 0.74 5.01
C 0.29 0.16 4.09
Se 1.46 0.73 2.70
N 0.38 -1.16 4.45
C -0.27 -1.37 5.66
C -0.07 -2.44 6.52
C -0.59 -2.30 7.81
C -1.26 -1.12 8.15
C -1.43 -0.06 7.27
C -0.89 -0.19 6.00
H -1.40 2.28 6.11
H -1.70 2.43 4.36
H -0.05 2.76 5.03
H 0.99 -1.86 4.01
H 0.46 -3.32 6.16
H -0.45 -3.10 8.54
H -1.65 -1.00 9.16
H -1.94 0.84 7.58


A single C5H11N2O5P molecule at a distorted geometry, computed with ωB97M-V/def2-TZVPD.

- gap between HOMO and LUMO (eV) = 10.1
- SMILES string = O=NN1CCCC[C@@H]1OP(=O)(O)O
- max |F| (eV/Å) = 4.0
- LUMO level (eV) = 0.38

CARTESIAN COORDINATES (ANGSTROEM)
O -2.59 -0.71 -2.86
O 0.40 -2.66 0.71
N -2.05 0.42 -2.84
O -1.44 -3.20 -0.58
O 0.91 -3.28 -1.55
O -0.13 -1.07 -1.15
N -1.44 0.73 -1.61
C -0.70 2.02 -1.44
C -1.28 -0.32 -0.65
C -0.96 2.53 -0.04
C -1.17 0.26 0.75
C -0.47 1.57 1.00
P -0.05 -2.55 -0.65
H -1.11 -4.03 -0.17
H 1.63 -2.58 -1.56
H 0.32 1.81 -1.77
H -0.99 2.68 -2.17
H -2.20 -0.96 -0.61
H -2.05 2.63 0.08
H -0.50 3.49 -0.03
H -0.63 -0.38 1.43
H -2.19 0.43 1.03
H -0.59 1.93 2.00
H 0.65 1.43 0.92


A single C21H31N3O3 molecule, computed with ωB97M-V/def2-TZVPD.

- gap between HOMO and LUMO (eV) = 9.3
- SMILES string = COCCN1CCN(C(=O)[C@@H]2CCC(=O)N(CCc3ccccc3)C2)CC1
- max |F| (eV/Å) = 0.5
- LUMO level (eV) = 0.63

CARTESIAN COORDINATES (ANGSTROEM)
C 4.37 4.44 -1.71
H 4.66 3.63 -1.03
O 2.99 4.46 -1.92
C 2.25 4.66 -0.74
C 0.75 4.71 -1.08
N 0.09 3.46 -1.37
C -0.02 2.55 -0.25
H -0.38 3.09 0.62
C -1.02 1.45 -0.63
N -0.56 0.75 -1.80
C -0.11 -0.52 -1.91
O 0.34 -0.95 -2.95
C -0.24 -1.42 -0.67
C -1.70 -1.92 -0.60
N -1.83 -2.90 0.45
C -1.00 -3.97 0.46
O -1.05 -4.84 1.31
C -0.02 -3.96 -0.69
C 0.72 -2.62 -0.77
H 1.45 -2.56 0.04
H 1.25 -2.57 -1.72
H -0.56 -4.14 -1.61
H 0.69 -4.77 -0.55
C -2.83 -2.75 1.48
H -3.83 -2.75 1.03
H -2.74 -3.64 2.11
C -2.67 -1.48 2.33
C -1.25 -1.16 2.72
C -0.83 0.17 2.74
C 0.48 0.49 3.06
C 1.39 -0.51 3.36
C 0.97 -1.83 3.36
C -0.34 -2.15 3.05
H -0.65 -3.19 3.06
H 1.67 -2.62 3.61
H 2.41 -0.26 3.59
H 0.79 1.53 3.07
H -1.54 0.96 2.52
H -3.09 -0.62 1.80
H -3.27 -1.61 3.24
H -2.38 -1.10 -0.40
H -1.97 -2.36 -1.57
H -0.01 -0.86 0.23
C -0.38 1.66 -2.92
C 0.60 2.77 -2.54
H 0.69 3.48 -3.36
H 1.59 2.32 -2.36
H -0.01 1.09 -3.77
H -1.35 2.10 -3.17
H -1.15 0.77 0.21
H -1.98 1.92 -0.86
H 0.94 2.07 0.01
H 0.63 5.36 -1.95
H 0.22 5.17 -0.23
H 2.54 5.61 -0.27
H 2.45 3.85 -0.02
H 4.72 5.39 -1.28
H 4.83 4.29 -2.68


A gas-phase ion, CH5Cl2NP (charge +1) at a distorted geometry, computed with ωB97M-V/def2-TZVPD.

- gap between HOMO and LUMO (eV) = 10.2
- SMILES string = [NH3+]CP(Cl)Cl
- max |F| (eV/Å) = 4.5
- charge = +1
- LUMO level (eV) = -4.31

CARTESIAN COORDINATES (ANGSTROEM)
C 0.54 -0.52 -0.14
N 0.41 0.76 0.91
P -1.25 -1.11 -0.38
Cl -1.85 0.83 -0.90
Cl -1.08 -2.04 -2.20
H 1.20 -1.22 0.35
H 1.08 -0.05 -0.97
H 1.17 1.35 1.06
H -0.08 1.45 0.47
H -0.13 0.55 1.80


Q: Among the records above, which one has the highest max |F|?
A: C27H25ClN2OPSeTm